Record 1
The following is a DFT calculation (ωB97M-V/def2-TZVPD) of a molecular structure, C5H10O.

Energy (Ha): -271.71135
LUMO energy (eV): 1.1
Molar mass (g/mol): 86.13
Gap between HOMO and LUMO (eV): 10.701
Energy above the lowest of the compared OMol25 structures with the same formula, charge and spin (kcal/mol): 25.9
Charge: 0

Each line ends with the natural charge from an NBO analysis.
Positions of all 16 atoms, in Å:
C (-1.370, 0.506, -0.576)  -0.62
C (-0.687, -0.188, 0.591)  -0.26
C (-0.365, -1.665, 0.319)  -0.06
O (0.977, -1.324, -0.069)  -0.54
C (0.847, -0.061, 0.620)  0.11
C (1.527, 1.118, -0.040)  -0.64
H (-1.276, 1.595, -0.500)  0.21
H (-2.436, 0.257, -0.588)  0.21
H (-0.932, 0.199, -1.534)  0.21
H (-1.183, 0.057, 1.537)  0.20
H (-0.920, -2.178, -0.479)  0.18
H (-0.366, -2.280, 1.231)  0.17
H (1.218, -0.174, 1.651)  0.16
H (1.445, 1.034, -1.127)  0.22
H (2.583, 1.184, 0.244)  0.22
H (1.022, 2.037, 0.285)  0.21

Record 2
The following is a DFT calculation (ωB97M-V/def2-TZVPD) of a molecular structure, C24H42FO15S3.

Energy (Ha): -3362.45121
LUMO energy (eV): 1.9
Molar mass (g/mol): 685.78
Gap between HOMO and LUMO (eV): 8.731
Energy above the lowest of the compared OMol25 structures with the same formula, charge and spin (kcal/mol): 18.2
Charge: -1

Each line ends with the Mulliken charge.
Positions of all 85 atoms, in Å:
F (0.397, -0.936, -0.118)  -0.68
C (-1.128, 1.508, -4.333)  -1.38
C (0.284, 1.493, -3.820)  0.34
C (0.802, 0.304, -3.140)  0.07
O (1.689, -0.265, -3.994)  -0.19
C (1.773, 0.288, -5.060)  0.59
O (2.500, 0.042, -6.002)  -0.65
O (1.005, 1.481, -5.067)  -0.40
H (-1.254, 0.556, -5.032)  0.22
H (-1.235, 2.451, -4.819)  0.42
H (-1.902, 1.765, -3.667)  0.32
H (0.609, 2.335, -3.335)  0.61
H (0.009, -0.285, -2.727)  -0.05
H (1.444, 0.516, -2.390)  0.03
C (3.532, -2.264, -2.236)  -1.89
C (3.505, -1.803, -0.780)  1.93
C (2.889, -2.835, 0.172)  0.05
O (3.828, -3.566, 0.782)  -0.34
C (5.052, -3.005, 0.422)  0.47
O (6.105, -3.403, 0.806)  -0.56
O (4.910, -1.944, -0.419)  -0.48
H (3.985, -3.321, -2.533)  0.26
H (4.352, -1.878, -2.848)  0.43
H (2.732, -2.032, -2.713)  0.59
H (3.064, -0.810, -0.684)  -0.69
H (2.205, -3.484, -0.313)  0.33
H (2.050, -2.170, 0.957)  -0.21
C (0.236, -0.629, 4.169)  -1.68
C (-0.958, -0.626, 3.220)  0.85
C (-1.111, -1.918, 2.420)  0.87
O (-2.237, -2.465, 3.010)  -0.42
C (-2.808, -1.553, 3.820)  0.61
O (-3.908, -1.704, 4.352)  -0.68
O (-2.089, -0.571, 4.035)  -0.35
H (0.128, -1.514, 4.839)  0.38
H (0.514, 0.286, 4.770)  0.35
H (1.169, -0.628, 3.688)  0.38
H (-0.819, 0.323, 2.713)  -0.26
H (-0.253, -2.432, 2.656)  0.56
H (-1.337, -1.586, 1.367)  -0.71
C (-2.469, -1.631, -1.565)  0.08
C (-3.670, -1.876, -0.705)  -0.28
C (-4.039, -3.394, -0.835)  -0.78
S (-3.227, -4.120, -2.173)  1.22
O (-4.121, -4.609, -3.210)  -0.71
O (-2.221, -4.980, -1.694)  -0.66
C (-2.498, -2.662, -2.826)  -0.93
H (-1.495, -1.756, -1.090)  -0.15
H (-2.583, -0.633, -1.807)  0.43
H (-4.525, -1.289, -1.048)  0.43
H (-3.623, -1.448, 0.302)  -0.06
H (-5.145, -3.566, -0.721)  0.39
H (-3.515, -3.990, 0.089)  0.29
H (-3.210, -2.030, -3.524)  0.31
H (-1.618, -2.894, -3.431)  0.46
C (-2.109, 2.963, 0.593)  -0.40
C (-2.671, 1.564, 0.518)  0.23
C (-3.894, 1.370, 1.479)  -0.20
S (-4.156, 2.972, 2.078)  1.28
O (-3.473, 3.135, 3.408)  -0.66
O (-5.610, 3.253, 2.109)  -0.76
C (-3.390, 3.868, 0.840)  -0.78
H (-1.784, 3.374, -0.343)  0.25
H (-1.240, 3.089, 1.427)  0.14
H (-1.693, 0.650, 0.738)  -0.39
H (-3.211, 1.571, -0.378)  0.27
H (-3.389, 0.860, 2.509)  -0.17
H (-4.826, 0.765, 1.121)  0.33
H (-3.065, 4.783, 1.422)  0.42
H (-3.910, 3.663, -0.068)  0.38
C (4.341, 1.484, 1.280)  -0.44
C (5.099, 2.705, 1.879)  -0.74
C (4.161, 3.926, 1.808)  -0.89
S (2.462, 3.383, 1.702)  1.29
O (1.911, 3.720, 0.479)  -0.63
O (1.735, 3.628, 2.894)  -0.70
C (2.780, 1.646, 1.536)  -0.34
H (4.938, 0.533, 1.624)  0.22
H (4.238, 1.364, 0.205)  0.33
H (5.839, 3.091, 1.328)  0.33
H (5.481, 2.549, 2.893)  0.35
H (4.533, 4.542, 1.046)  0.49
H (4.400, 4.478, 2.759)  0.28
H (2.095, 1.134, 0.780)  0.25
H (2.639, 1.096, 2.402)  0.17

Record 3
The following is a DFT calculation (ωB97M-V/def2-TZVPD) of a molecular structure, C41H36F6N2O2PSSbSeTl.

Energy (Ha): -5997.14810
2S+1: 2
LUMO energy (alpha / beta) (eV): 3.9 / 2.6
Molar mass (g/mol): 1170.88
⟨S²⟩: 0.765
Gap between HOMO and LUMO (alpha / beta) (eV): 5.750 / 4.425
Energy above the lowest of the compared OMol25 structures with the same formula, charge and spin (kcal/mol): 13.3
Charge: -2

Each line ends with the Mulliken charge.
Positions of all 92 atoms, in Å:
Tl (2.375, -2.018, -1.704)  0.86
O (3.332, -1.055, -3.780)  -0.88
C (3.281, 0.108, -4.295)  0.25
C (3.117, 0.274, -5.708)  -0.56
C (3.100, 1.508, -6.313)  -0.33
C (3.271, 2.681, -5.566)  -0.73
C (3.434, 2.555, -4.199)  -0.42
C (3.412, 1.323, -3.539)  0.88
C (3.590, 1.355, -2.089)  -0.86
N (3.368, 0.404, -1.267)  0.19
N (3.617, 0.755, 0.065)  -0.33
C (3.777, -0.298, 0.833)  -0.11
O (3.817, -1.523, 0.519)  -0.81
C (3.877, 0.031, 2.310)  0.26
C (3.874, -1.019, 3.221)  -0.20
C (3.891, -0.777, 4.590)  -0.47
C (3.935, 0.526, 5.065)  -0.42
C (3.958, 1.583, 4.159)  -0.65
C (3.925, 1.339, 2.794)  -0.09
H (3.004, -0.635, -6.287)  0.38
H (2.956, 1.572, -7.388)  0.34
H (3.273, 3.654, -6.044)  0.37
H (3.575, 3.446, -3.593)  0.28
H (3.950, 2.299, -1.666)  0.28
H (3.840, -2.025, 2.825)  0.33
H (3.858, -1.608, 5.286)  0.38
H (3.938, 0.719, 6.131)  0.38
H (3.996, 2.604, 4.522)  0.36
H (3.917, 2.146, 2.073)  0.40
S (-0.470, -1.247, -3.673)  -0.59
Sb (-1.642, 0.140, -2.338)  1.88
C (-3.014, 0.130, -0.699)  0.82
C (-4.296, -0.364, -0.918)  -0.62
C (-5.264, -0.217, 0.061)  -0.68
C (-4.962, 0.431, 1.254)  -0.61
C (-3.686, 0.926, 1.468)  -0.72
C (-2.708, 0.778, 0.489)  -0.31
C (-3.041, 1.110, -3.654)  -0.31
C (-3.792, 2.204, -3.220)  -0.02
C (-4.675, 2.837, -4.084)  -0.72
C (-4.822, 2.375, -5.388)  -0.38
C (-4.083, 1.284, -5.822)  -0.50
C (-3.191, 0.657, -4.957)  -0.59
C (-0.488, 1.854, -1.821)  -0.27
C (-0.435, 2.917, -2.722)  -0.39
C (0.279, 4.062, -2.403)  -0.78
C (0.960, 4.149, -1.196)  -0.43
C (0.950, 3.077, -0.316)  -0.46
C (0.231, 1.932, -0.631)  1.87
H (-4.535, -0.879, -1.837)  0.34
H (-6.255, -0.620, -0.103)  0.36
H (-5.722, 0.541, 2.018)  0.34
H (-3.444, 1.430, 2.396)  0.40
H (-1.715, 1.158, 0.677)  0.32
H (-3.689, 2.565, -2.202)  0.37
H (-5.249, 3.689, -3.740)  0.37
H (-5.513, 2.868, -6.062)  0.35
H (-4.194, 0.923, -6.838)  0.38
H (-2.595, -0.187, -5.287)  0.32
H (-0.944, 2.853, -3.676)  0.53
H (0.318, 4.882, -3.111)  0.37
H (1.528, 5.040, -0.956)  0.35
H (1.520, 3.108, 0.604)  0.25
H (0.271, 1.094, 0.053)  -1.18
F (-1.170, -3.258, -0.595)  -0.35
P (-2.701, -3.770, -0.629)  1.39
F (-2.404, -4.836, 0.553)  -0.40
F (-4.253, -4.232, -0.682)  -0.43
F (-3.001, -2.689, -1.824)  -0.44
F (-2.326, -4.876, -1.738)  -0.43
F (-3.087, -2.650, 0.480)  -0.34
C (0.108, -4.149, 6.742)  -1.58
C (0.137, -3.263, 5.524)  0.83
C (-0.332, -1.953, 5.583)  -1.11
C (-0.270, -1.108, 4.487)  0.60
C (-0.817, 0.289, 4.608)  -1.48
C (0.286, -1.588, 3.279)  0.57
Se (0.524, -0.414, 1.835)  0.31
C (0.718, -2.932, 3.185)  0.71
C (1.245, -3.553, 1.922)  -1.42
C (0.639, -3.732, 4.322)  -0.74
H (-0.569, -3.754, 7.500)  0.35
H (1.103, -4.222, 7.189)  0.29
H (-0.212, -5.160, 6.486)  0.36
H (-0.759, -1.582, 6.510)  0.25
H (-1.218, 0.451, 5.609)  0.43
H (-1.612, 0.454, 3.878)  0.13
H (-0.045, 1.033, 4.407)  0.30
H (1.011, -2.965, 1.045)  -0.14
H (0.804, -4.542, 1.793)  0.52
H (2.333, -3.659, 1.963)  0.21
H (0.972, -4.763, 4.250)  0.42